Molecular formula: C37H57N7O5
Method: DFT, the ωB97M-V functional and the def2-TZVPD basis

```
106
Properties=species:S:1:pos:R:3:mulliken_charge:R:1
C -11.334 28.038 -28.824 -0.582
C -11.407 27.675 -27.346 -0.658
C -11.157 26.153 -27.355 0.407
O -10.502 25.855 -28.582 -0.434
C -10.299 27.046 -29.332 -0.474
H -11.080 29.083 -29.013 0.363
H -12.309 27.914 -29.308 0.257
H -12.302 27.962 -26.799 0.395
H -10.564 28.144 -26.826 0.294
H -12.095 25.596 -27.305 0.048
H -10.534 25.873 -26.503 -0.198
H -10.434 26.793 -30.384 0.282
H -9.288 27.448 -29.191 0.284
C -9.772 22.847 -19.176 -0.792
C -11.278 23.040 -19.055 0.221
C -11.742 21.673 -19.556 -0.027
O -10.769 21.260 -20.532 -0.426
C -9.729 22.213 -20.563 0.589
H -9.466 22.086 -18.451 0.302
H -9.141 23.728 -19.065 0.380
H -11.633 23.824 -19.731 -0.401
H -11.634 23.274 -18.053 0.408
H -12.741 21.672 -19.994 -0.335
H -11.710 20.953 -18.731 0.406
H -9.854 23.000 -21.321 -0.409
H -8.769 21.765 -20.824 0.136
C -11.770 18.733 -22.666 -0.996
C -12.049 19.054 -24.120 0.728
O -13.170 19.306 -24.517 -0.591
N -10.965 18.975 -24.945 -0.118
C -11.086 19.070 -26.373 -0.985
H -12.414 19.344 -22.038 0.072
H -10.748 18.993 -22.378 0.353
H -11.957 17.686 -22.435 0.370
H -10.146 18.556 -24.540 0.260
H -11.216 18.095 -26.853 0.336
H -10.177 19.489 -26.814 0.342
H -11.910 19.727 -26.636 0.327
C -12.966 27.565 -21.913 -0.494
C -12.075 27.503 -20.696 0.540
O -12.321 28.143 -19.686 -0.686
N -10.944 26.761 -20.810 -0.031
C -10.634 25.802 -21.861 -0.648
H -13.581 28.456 -21.887 0.421
H -13.583 26.662 -21.934 -0.177
H -12.385 27.573 -22.838 0.301
H -10.329 26.792 -20.014 0.272
H -11.490 25.151 -22.066 -0.034
H -9.833 25.163 -21.501 0.232
H -10.353 26.251 -22.815 0.380
C -17.269 23.819 -25.123 -0.676
C -17.053 25.208 -25.685 0.474
O -16.240 25.956 -25.175 -0.624
N -17.832 25.587 -26.728 -0.184
C -17.732 26.906 -27.318 -0.875
H -16.937 23.026 -25.792 0.384
H -18.341 23.637 -24.981 0.490
H -16.806 23.800 -24.144 -0.089
H -18.409 24.912 -27.196 0.239
H -18.474 27.584 -26.892 0.269
H -17.938 26.832 -28.386 0.338
H -16.734 27.301 -27.166 0.277
N -15.488 24.865 -20.135 -0.273
C -16.333 23.856 -19.966 -0.277
C -16.474 23.164 -18.772 -0.480
C -15.684 23.537 -17.695 -0.492
C -14.774 24.562 -17.868 -0.459
C -14.740 25.220 -19.085 -0.216
H -16.997 23.618 -20.789 0.427
H -17.199 22.365 -18.693 0.511
H -15.759 23.033 -16.740 0.392
H -14.083 24.877 -17.096 0.490
H -14.093 26.068 -19.288 0.369
N -12.494 23.680 -24.836 -0.134
C -12.111 22.627 -24.125 -1.534
C -12.637 22.326 -22.876 0.883
C -13.637 23.141 -22.378 1.013
C -14.065 24.229 -23.115 -1.194
C -13.442 24.475 -24.332 -1.411
H -11.410 21.956 -24.608 0.309
H -12.309 21.465 -22.315 0.014
H -14.118 22.933 -21.429 0.002
H -14.873 24.876 -22.798 1.340
H -13.788 25.247 -25.010 0.474
N -7.962 24.166 -24.279 -0.580
C -7.341 23.485 -23.318 -0.284
C -7.357 22.104 -23.227 -0.620
C -8.147 21.392 -24.118 0.037
C -8.791 22.085 -25.118 -0.174
C -8.633 23.464 -25.183 -0.310
H -6.809 24.093 -22.593 0.384
H -6.844 21.607 -22.414 0.510
H -8.360 20.350 -23.910 0.313
H -9.486 21.619 -25.804 0.416
H -9.145 24.037 -25.948 0.330
N -17.542 21.022 -21.294 -0.456
C -18.307 21.085 -22.374 -0.358
C -17.861 20.767 -23.652 -0.549
C -16.540 20.416 -23.821 -0.294
C -15.738 20.297 -22.695 -0.028
C -16.276 20.649 -21.471 -0.455
H -19.344 21.381 -22.246 0.349
H -18.537 20.885 -24.489 0.466
H -16.100 20.210 -24.790 0.516
H -14.707 19.993 -22.803 0.345
H -15.682 20.657 -20.560 0.459
```

Computed properties:
relative energy (zero: lowest compared OMol25 entry of this formula, charge and spin) = 0.0 kcal per mole
HOMO = -9.2 eV
energy = -2203.55549 hartree
orbital gap = 9.7 eV
charge = 0


Molecular formula: C12H48N16O12
Method: DFT, the ωB97M-V functional and the def2-TZVPD basis

```
88
Properties=species:S:1:pos:R:3:mulliken_charge:R:1
C 0.802 -3.688 -1.618 0.395
O -0.239 -3.287 -1.126 -0.480
N 0.888 -5.065 -1.956 -0.564
N 1.787 -2.767 -1.923 0.077
H 1.244 -5.304 -2.891 0.246
H -0.054 -5.398 -1.811 0.326
H 2.673 -2.915 -2.314 0.104
H 1.596 -1.846 -1.564 -0.246
C -0.962 1.102 -4.188 0.486
O -2.163 1.364 -4.292 -0.718
N -0.450 -0.127 -4.354 -0.387
N -0.144 2.118 -3.988 -0.342
H 0.441 -0.367 -3.990 0.245
H -1.176 -0.824 -4.333 0.247
H -0.667 2.963 -3.934 0.194
H 0.786 2.034 -3.636 0.304
C 3.417 -0.017 -2.459 0.461
O 2.578 0.358 -3.298 -0.666
N 3.446 0.549 -1.206 0.068
N 4.323 -1.058 -2.750 -0.559
H 3.954 0.107 -0.436 0.206
H 2.983 1.443 -0.967 0.065
H 4.061 -1.510 -3.620 0.316
H 4.553 -1.661 -2.006 0.244
C 0.457 -0.068 4.625 0.489
O 1.560 0.294 4.881 -0.600
N -0.041 -1.278 5.036 -0.306
N -0.374 0.788 3.843 -0.355
H 0.392 -1.730 5.814 0.242
H -1.025 -1.464 4.889 0.169
H -1.012 0.509 3.123 0.153
H 0.224 1.541 3.533 0.238
C 3.069 4.049 -1.706 0.393
O 2.688 3.262 -0.816 -0.568
N 3.501 3.535 -2.933 -0.330
N 3.241 5.406 -1.487 -0.481
H 3.715 4.106 -3.735 0.208
H 3.269 2.565 -3.121 -0.003
H 3.259 6.055 -2.237 0.229
H 2.788 5.728 -0.647 0.256
C -1.350 3.889 0.860 0.360
O -1.459 5.083 0.867 -0.670
N -2.160 3.019 0.130 -0.125
N -0.413 3.251 1.648 -0.121
H -2.253 2.083 0.461 -0.047
H -2.924 3.568 -0.192 0.256
H 0.094 2.457 1.247 -0.097
H 0.208 3.999 1.991 0.285
C -2.156 -2.934 2.097 0.503
O -2.108 -1.690 2.058 -0.564
N -2.962 -3.648 3.016 -0.507
N -1.304 -3.713 1.355 -0.095
H -3.572 -3.095 3.553 0.265
H -3.223 -4.576 2.756 0.191
H -0.665 -3.352 0.652 -0.049
H -1.406 -4.715 1.235 0.241
C -4.396 -2.653 -1.547 0.410
O -4.664 -3.631 -2.287 -0.758
N -3.073 -2.477 -1.168 0.101
N -5.275 -1.754 -1.131 -0.270
H -2.673 -1.663 -0.795 -0.052
H -2.446 -3.171 -1.521 0.074
H -6.206 -1.925 -1.477 0.215
H -5.022 -0.883 -0.667 0.235
C -4.338 1.160 1.848 -0.770
O -3.989 0.124 0.927 -0.312
H -4.767 2.019 1.294 0.254
H -5.049 0.776 2.591 0.268
H -3.427 1.421 2.424 0.228
H -3.478 -0.547 1.418 0.280
C 3.093 2.411 2.729 -0.232
O 2.830 3.649 2.035 -0.503
H 2.287 1.654 2.661 -0.079
H 4.066 2.012 2.387 0.278
H 3.166 2.705 3.788 0.233
H 2.728 3.480 1.086 0.358
C 1.863 -2.023 1.863 -0.148
O 2.719 -2.595 0.854 -0.513
H 2.480 -1.508 2.584 0.394
H 1.293 -1.277 1.345 -0.322
H 1.269 -2.864 2.216 0.410
H 3.098 -3.397 1.213 0.249
C -0.596 0.418 -0.845 -0.310
O -0.275 0.421 0.534 1.071
H -0.834 1.443 -1.099 0.514
H 0.132 -0.058 -1.462 -0.368
H -1.509 -0.149 -1.009 -0.024
H -0.743 -0.244 1.073 -0.498
```

Computed properties:
relative energy (zero: lowest compared OMol25 entry of this formula, charge and spin) = 29.7 kcal per mole
HOMO = -9.2 eV
energy = -2265.27961 hartree
orbital gap = 9.1 eV
charge = 0


Molecular formula: C25H71AgN4O9
Method: DFT, the ωB97M-V functional and the def2-TZVPD basis

```
110
Properties=species:S:1:pos:R:3:mulliken_spin:R:1
Ag 2.705 1.700 0.571 0.008
C -0.589 0.435 -0.079 -0.023
O 0.735 0.433 0.234 0.854
H -1.034 1.407 0.194 0.059
H -0.732 0.392 -1.174 0.095
H -1.146 -0.393 0.374 0.013
C -1.284 4.398 1.112 0.003
C -2.317 5.501 0.941 0.000
C -2.498 6.199 2.264 0.000
O -3.387 7.270 2.101 0.000
C -3.461 8.090 3.244 0.000
N -1.864 6.404 -0.128 0.000
H -1.012 3.937 0.159 -0.001
H -1.637 3.563 1.727 -0.001
H -0.369 4.770 1.586 0.000
H -3.229 4.996 0.613 0.000
H -1.512 6.592 2.578 0.000
H -2.841 5.509 3.050 0.000
H -2.461 8.416 3.557 0.000
H -3.917 7.553 4.088 0.000
H -4.090 8.947 3.024 0.000
H -0.906 6.684 0.087 0.000
H -2.364 7.286 -0.009 0.000
C 1.584 -0.480 3.422 -0.002
C 3.077 -0.597 3.199 0.000
C 3.573 -1.976 3.588 0.001
O 4.956 -2.035 3.321 0.000
C 5.541 -3.301 3.586 0.000
N 3.425 -0.318 1.779 0.003
H 1.048 -1.243 2.852 0.000
H 1.216 0.502 3.105 -0.001
H 1.320 -0.566 4.476 0.000
H 3.608 0.139 3.809 0.001
H 3.020 -2.733 3.003 0.000
H 3.370 -2.221 4.640 0.000
H 6.050 -3.276 4.556 0.000
H 6.256 -3.516 2.797 0.000
H 4.775 -4.074 3.676 0.000
H 4.368 -0.687 1.663 0.000
H 2.818 -0.941 1.241 0.002
C -4.468 -5.844 -3.099 0.000
C -3.199 -5.273 -3.669 0.000
C -2.143 -5.016 -2.614 0.000
O -2.595 -4.171 -1.568 0.000
C -2.592 -2.808 -1.890 0.003
N -2.650 -6.211 -4.651 0.000
H -4.288 -6.785 -2.574 0.000
H -5.222 -5.980 -3.875 0.000
H -4.919 -5.183 -2.353 0.000
H -3.453 -4.305 -4.136 0.000
H -1.233 -4.573 -3.044 0.000
H -1.856 -5.964 -2.153 0.000
H -3.402 -2.541 -2.578 0.000
H -1.653 -2.452 -2.344 0.001
H -2.726 -2.274 -0.946 -0.002
H -1.933 -5.781 -5.226 0.000
H -3.380 -6.488 -5.297 0.000
C 6.783 2.656 -1.304 0.000
C 5.313 2.345 -1.078 0.000
C 4.931 1.007 -1.717 -0.001
O 3.604 0.707 -1.394 -0.006
C 3.162 -0.532 -1.908 0.003
N 4.969 2.367 0.375 0.000
H 7.043 3.622 -0.864 0.000
H 7.012 2.789 -2.366 0.000
H 7.452 1.887 -0.916 0.000
H 4.730 3.100 -1.612 0.000
H 5.624 0.216 -1.392 0.000
H 5.085 1.127 -2.798 0.000
H 3.439 -0.701 -2.954 0.000
H 2.077 -0.590 -1.871 0.000
H 3.601 -1.348 -1.325 -0.001
H 5.010 3.350 0.642 0.000
H 5.767 1.970 0.868 0.000
C 0.993 0.974 -4.434 0.002
C 2.229 1.442 -5.157 0.000
O 2.101 1.015 -6.517 0.000
H 0.996 1.287 -3.389 -0.002
H 0.817 -0.097 -4.527 0.000
H 0.133 1.438 -4.926 0.000
H 3.144 1.009 -4.727 0.000
H 2.332 2.531 -5.142 0.000
H 2.907 1.248 -6.987 0.000
C -5.786 0.631 -0.091 0.000
C -4.570 1.526 0.071 0.001
O -4.897 2.876 -0.261 0.000
H -5.517 -0.395 0.176 0.000
H -6.138 0.652 -1.118 0.000
H -6.544 0.950 0.622 0.000
H -3.738 1.221 -0.575 0.000
H -4.175 1.463 1.094 -0.001
H -4.950 3.412 0.534 0.000
C -2.711 -1.062 3.417 0.000
C -3.233 -1.831 2.226 0.000
O -3.664 -3.112 2.678 0.000
H -1.794 -1.508 3.813 0.000
H -3.432 -1.071 4.235 0.000
H -2.476 -0.027 3.157 0.000
H -2.437 -1.933 1.480 0.000
H -4.105 -1.302 1.828 0.000
H -3.878 -3.640 1.902 0.000
C 0.060 -4.026 1.802 0.000
C 0.620 -3.775 0.419 0.001
O 1.452 -2.594 0.421 0.001
H -0.707 -3.290 2.059 0.000
H 0.851 -4.000 2.550 0.000
H -0.433 -4.999 1.844 0.000
H -0.200 -3.633 -0.293 0.000
H 1.209 -4.611 0.050 0.000
H 0.854 -1.853 0.569 -0.010
```

Computed properties:
HOMO (spin up / spin down) = -11.0 / -11.0 eV
energy = -2037.86390 hartree
orbital gap (spin up / spin down) = 8.2 / 5.5 eV
charge = +1
multiplicity = 2


Molecular formula: CH2N3O
Method: DFT, the ωB97M-V functional and the def2-TZVPD basis

```
7
Properties=species:S:1:pos:R:3:nbo_charge:R:1
C -2.636 0.133 -0.012 0.382
N -3.634 0.694 0.127 -0.532
N -0.301 0.393 -0.103 -0.684
N -1.336 -0.584 -0.356 -0.039
O -1.274 -1.812 0.075 -0.750
H -0.021 0.475 0.874 0.290
H 0.516 -0.182 -0.456 0.333
```

Computed properties:
relative energy (zero: lowest compared OMol25 entry of this formula, charge and spin) = 35.3 kcal per mole
HOMO = -2.1 eV
energy = -278.71540 hartree
orbital gap = 7.1 eV
charge = -1


Which of these has the lowest energy?
C12H48N16O12


Which of these has the lowest energy?
C12H48N16O12


What is the energy in the third record?
-2037.86390 hartree


Number 4 is which compound?
CH2N3O